a.
C18H22N2O4S | ωB97M-V/def2-TZVPD

SMILES ... Cc1ccc(NS(=O)(=O)c2ccc(CCC(=O)NCCO)cc2)cc1
Kohn-Sham gap ... 0.32168 hartree

CARTESIAN COORDINATES (ANGSTROEM)
C -2.8014 1.9497 -2.6609
C -2.5726 0.6532 -1.9495
C -2.1867 -0.4903 -2.6348
C -1.9619 -1.6819 -1.9693
C -2.1350 -1.7569 -0.5927
N -1.9227 -2.9568 0.0956
S -1.0383 -2.9689 1.5216
O -0.6366 -4.3331 1.6960
O -1.7845 -2.3294 2.5606
C 0.3766 -1.9596 1.1038
C 1.3736 -2.4992 0.3139
C 2.4271 -1.6991 -0.0830
C 2.4904 -0.3568 0.2923
C 3.6506 0.4625 -0.2068
C 3.7441 1.8783 0.3608
C 2.6329 2.7509 -0.2011
O 2.2407 2.6405 -1.3475
N 2.1275 3.6552 0.6639
C 1.1019 4.6252 0.3083
C -0.2119 3.9638 -0.1492
O -0.2530 3.7446 -1.5277
C 1.4775 0.1584 1.0910
C 0.4206 -0.6400 1.4972
C -2.5302 -0.6202 0.1052
C -2.7384 0.5656 -0.5707
H -2.8017 1.8076 -3.7382
H -2.0148 2.6600 -2.4058
H -3.7538 2.3852 -2.3637
H -2.0537 -0.4513 -3.7064
H -1.6610 -2.5631 -2.5190
H -1.6731 -3.7415 -0.4868
H 1.3179 -3.5401 0.0362
H 3.2126 -2.1125 -0.6985
H 4.5774 -0.0761 0.0049
H 3.5579 0.5466 -1.2939
H 3.7296 1.8661 1.4512
H 4.6908 2.3198 0.0379
H 2.5145 3.7123 1.5914
H 1.4624 5.2574 -0.5109
H 0.9236 5.2471 1.1846
H -1.0491 4.6299 0.0759
H -0.3552 3.0220 0.4039
H 0.5669 3.2714 -1.7710
H 1.4922 1.1899 1.4023
H -0.3664 -0.2557 2.1253
H -2.6812 -0.6912 1.1701
H -3.0454 1.4439 -0.0211

***

b.
C18H22N2O4S | ωB97M-V/def2-TZVPD

SMILES ... CCOCC(=O)Nc1ccc(S(=O)(=O)NCCc2ccccc2)cc1
Kohn-Sham gap ... 0.34844 hartree

CARTESIAN COORDINATES (ANGSTROEM)
C -5.8873 -2.7910 -0.1038
C -4.8017 -1.8723 -0.6550
O -5.2779 -0.5759 -0.9872
C -5.4797 0.2771 0.1156
C -4.1811 0.9041 0.6411
O -4.0618 1.2799 1.7840
N -3.2406 0.9882 -0.3369
C -1.9518 1.5094 -0.2856
C -1.4305 2.0980 0.8674
C -0.1445 2.6044 0.8545
C 0.6180 2.5192 -0.2939
S 2.2688 3.1964 -0.2852
O 2.1918 4.5982 0.0073
O 2.9558 2.7790 -1.4765
N 2.9373 2.4712 1.0770
C 3.7052 1.2647 0.8365
C 2.7721 0.1405 0.3771
C 3.5505 -1.1310 0.1899
C 4.2562 -1.3457 -0.9877
C 5.0084 -2.4941 -1.1582
C 5.0647 -3.4432 -0.1512
C 4.3655 -3.2374 1.0254
C 3.6150 -2.0866 1.1948
C 0.1137 1.9412 -1.4431
C -1.1712 1.4346 -1.4412
H -5.4877 -3.7949 0.0073
H -6.2373 -2.4518 0.8679
H -6.7306 -2.8186 -0.7890
H -3.9689 -1.7990 0.0579
H -4.4230 -2.2761 -1.5979
H -5.9894 -0.2209 0.9462
H -6.1218 1.0901 -0.2392
H -3.5324 0.6027 -1.2304
H -2.0388 2.1548 1.7548
H 0.2792 3.0702 1.7290
H 3.4397 3.1716 1.6015
H 4.4682 1.4317 0.0655
H 4.1996 0.9796 1.7686
H 1.9836 0.0086 1.1203
H 2.3171 0.4427 -0.5664
H 4.2106 -0.6043 -1.7722
H 5.5520 -2.6503 -2.0785
H 5.6508 -4.3406 -0.2836
H 4.4051 -3.9748 1.8140
H 3.0704 -1.9296 2.1152
H 0.7372 1.8978 -2.3222
H -1.5785 0.9821 -2.3338

***

The structure with the greatest stability is a.

***

a.
CuH10O5 | ωB97M-V/def2-TZVPD

Kohn-Sham gap ... 0.31702 hartree
Total charge ... +1

CARTESIAN COORDINATES (ANGSTROEM)
Cu 0.3632 0.3574 0.1986
O 2.8683 -2.1897 0.7296
H 3.3012 -2.2755 1.5790
H 3.5642 -1.9162 0.1320
O -0.1420 1.7685 3.5009
H -0.6720 2.4187 3.9620
H -0.1722 0.9931 4.0613
O -2.1591 2.6278 -2.1247
H -1.5063 3.2100 -2.5132
H -2.7751 2.4497 -2.8354
O -2.2523 -1.8146 1.0116
H -3.1312 -1.8868 1.3837
H -1.8043 -2.6106 1.2980
O 1.4539 -0.2705 -3.0890
H 0.8056 -0.2752 -3.7932
H 2.2581 -0.5860 -3.5012

***

b.
CuH10O5 | ωB97M-V/def2-TZVPD

Kohn-Sham gap ... 0.32028 hartree
Total charge ... +1

CARTESIAN COORDINATES (ANGSTROEM)
Cu 0.3590 0.3694 0.1364
O -0.6460 -0.9976 -0.7226
H -0.4390 -0.9686 -1.6776
H -0.3560 -1.8926 -0.4836
O 1.4190 1.1694 -1.5086
H 1.8910 0.5604 -2.0726
H 1.1760 1.8894 -2.0096
O -2.9150 -0.8116 0.5564
H -2.0590 -0.8036 0.1224
H -3.2780 -1.6426 0.4364
O -0.1310 1.8014 1.1314
H -0.3490 1.3264 1.9304
H -0.9380 2.2354 0.8674
O 1.7330 -0.5316 1.1254
H 2.1810 -1.1346 1.7554
H 2.3520 -0.5686 0.4134

***

The structure with the greatest stability is b.

***

a.
CH6S2 | ωB97M-V/def2-TZVPD

SMILES ... SS.C
Kohn-Sham gap ... 0.35459 hartree

CARTESIAN COORDINATES (ANGSTROEM)
S 1.8346 -1.6293 -2.2150
S 1.7315 -1.7553 -0.1624
H 2.2066 -0.3521 -2.3454
H 2.7655 -2.6330 -0.0065
C -1.6698 1.2769 0.9545
H -2.2443 1.0947 0.0472
H -2.2977 1.9195 1.5738
H -1.5879 0.2953 1.4140
H -0.7385 1.7832 0.7398

***

b.
CH6S2 | ωB97M-V/def2-TZVPD

SMILES ... CS.S
Kohn-Sham gap ... 0.36366 hartree

CARTESIAN COORDINATES (ANGSTROEM)
C 0.2592 0.5068 1.1698
S -0.3738 1.7522 -0.0357
H 0.0674 0.9433 2.1164
H -0.2224 -0.4548 1.1272
H 1.3082 0.5128 1.2041
H 0.7534 2.5974 0.0348
S -0.4270 -2.4620 -2.0594
H -0.1857 -1.9385 -0.8871
H -1.1793 -1.4572 -2.6700

***

The structure with the greatest stability is a.

***

a.
C11H15NO | ωB97M-V/def2-TZVPD

Expectation value of S² ... 0.765
Spin multiplicity ... 2
Kohn-Sham gap (spin up / spin down) ... 0.11326 / 0.24203 hartree
Total charge ... -1

CARTESIAN COORDINATES (ANGSTROEM)
C -3.1971 1.1419 0.7366
C -1.7158 0.9522 0.9273
C -0.9243 1.0304 2.0278
C -0.8644 0.8719 -0.2510
C 0.4249 0.9596 0.2243
C -1.1092 0.8215 -1.6382
C 1.6162 0.9353 -0.6126
C 0.0032 0.7657 -2.5270
C 1.2671 0.9308 -1.9862
N 0.4402 1.0352 1.6145
H -3.7036 2.1212 0.7037
H -3.7182 0.7325 1.6299
H -1.1608 0.9315 3.0759
H 1.2164 0.7489 2.1966
H -2.1184 0.9576 -2.0326
H 2.4791 0.9104 0.0281
H -0.1030 0.6758 -3.5996
H 2.1649 0.7616 -2.5861
H -3.5168 0.5268 -0.1081
C 1.3622 -3.1463 0.2755
C 0.4270 -2.4148 1.2197
O 1.7950 -2.1751 -0.7157
H 2.2828 -3.5381 0.7079
H 0.8187 -3.8287 -0.3692
H 0.7948 -1.7888 2.0425
H 2.5291 -1.6028 -0.4202
H -0.2272 -3.0788 1.8009
H -0.1084 -1.6371 0.6634

***

b.
C11H15NO | ωB97M-V/def2-TZVPD

Expectation value of S² ... 0.767
Spin multiplicity ... 2
Kohn-Sham gap (spin up / spin down) ... 0.09918 / 0.23684 hartree
Total charge ... -1

CARTESIAN COORDINATES (ANGSTROEM)
C 0.3195 -0.8133 2.1354
C -1.7038 -0.2813 0.5664
C -0.5168 -0.0725 1.1768
C -0.9127 1.6865 -0.1804
C -0.1282 1.2829 0.8041
C -0.6619 2.8615 -0.9435
C 0.8247 2.1854 1.3833
C 0.3323 3.6491 -0.3740
C 1.1511 3.3184 0.6563
N -1.8595 0.6053 -0.5411
H -2.2572 -1.2949 0.7075
H -2.8383 0.8877 -0.7811
H -0.0685 -1.7903 2.3258
H 0.3428 -0.2091 3.0432
H -1.4255 3.1876 -1.6324
H 1.3572 1.9361 2.3723
H 0.4541 4.5506 -1.0561
H 1.9362 4.0255 0.9387
H 1.3905 -1.0349 1.8030
C 0.7355 -1.9823 -1.6407
C -0.2736 -3.2433 -1.3663
O 1.9892 -2.4808 -1.3788
H 0.6697 -1.7230 -2.7050
H 0.6808 -1.3975 -0.7229
H -0.0949 -3.6874 -0.4390
H 2.0373 -3.1215 -0.6124
H -0.0833 -4.0732 -2.0388
H -1.3966 -2.9713 -1.5004

***

The structure with the greatest stability is a.